The following is a quantum chemistry calculation of the ion C4H5N with charge -1 at a distorted geometry, from the Open Molecules 2025 dataset.

As for the net charge: -1. Its LUMO energy (spin up / spin down) is 4.513 / 4.358 eV. The spin multiplicity is 2. For the maximum force, the calculation gives 5.743 eV Å⁻¹. The energy relative to the best compared isomer or geometry (same formula, charge and spin) is 0.0 kJ/mol.

Geometry (Å):
C (-0.08631, -1.13219, -0.25104)
C (0.90907, -0.25939, -0.61770)
N (0.65613, 1.00760, -0.11578)
C (-0.45324, 0.95866, 0.56467)
C (-1.04937, -0.35319, 0.44574)
H (-0.30574, -2.09229, -0.49421)
H (1.87804, -0.63145, -1.20663)
H (1.20795, 1.88732, -0.49712)
H (-0.89220, 1.58049, 1.33433)
H (-1.86432, -0.96554, 0.83774)

***

The following is a quantum chemistry calculation of a cluster of 6 separate species, C28H59F9N2O13 in total at a distorted geometry, from the Open Molecules 2025 dataset.

As for the net charge: 0. Its LUMO energy is -0.704 eV. For the maximum force, the calculation gives 9.002 eV Å⁻¹.

Geometry (Å):
N (0.72786, 4.33444, 3.58136)
C (0.67479, 3.91437, 2.12900)
C (1.95395, 3.02352, 1.61627)
O (2.05152, 3.01752, 0.11943)
C (1.91168, 1.43957, 2.07121)
N (0.59320, 0.74497, 1.81359)
C (0.00646, 0.14572, 3.07989)
O (-0.18338, 1.02021, 4.10728)
O (-0.41976, -1.24748, 3.27073)
C (0.70973, -2.15959, 3.50198)
F (2.00851, -1.68270, 2.91600)
F (0.38269, -3.41624, 2.72829)
C (0.90034, -2.64430, 5.06273)
F (2.05309, -3.62080, 5.06517)
F (-0.29169, -3.44724, 5.46198)
C (1.30445, -1.45288, 6.11194)
F (2.07507, -0.33036, 5.52445)
F (2.22581, -2.09025, 7.12602)
C (0.03003, -0.87253, 7.00294)
F (-1.24033, -0.77934, 6.24762)
F (0.43020, 0.52154, 7.41834)
F (-0.04753, -1.68382, 8.25017)
H (0.58407, 3.53989, 4.24358)
H (1.64481, 4.76598, 3.84789)
H (0.68452, 4.92074, 1.48687)
H (-0.38293, 3.42048, 1.88494)
H (2.93416, 3.59323, 1.99128)
H (2.63315, 2.22766, -0.16708)
H (2.74302, 0.80289, 1.49841)
H (2.25014, 1.40741, 3.21458)
H (-0.09136, 1.34042, 1.29827)
C (-3.03296, 1.50719, 0.26153)
O (-2.11429, 2.10506, -0.64751)
C (-2.52678, 1.95774, -2.00983)
C (-3.17731, 3.24105, -2.53647)
O (-4.41036, 3.51201, -1.86378)
C (-4.26590, 4.50765, -0.85403)
H (-2.80777, 1.87476, 1.26608)
H (-4.07044, 1.76082, 0.02911)
H (-2.90639, 0.41991, 0.24916)
H (-3.19868, 1.09880, -2.12336)
H (-1.62431, 1.75664, -2.59573)
H (-3.41657, 3.10370, -3.59600)
H (-2.49232, 4.09306, -2.45497)
H (-4.20306, 5.49412, -1.31901)
H (-3.38531, 4.33576, -0.22944)
H (-5.15104, 4.47680, -0.21431)
C (6.96251, -0.54454, 3.37113)
O (7.88118, 0.05334, 2.46209)
C (7.46869, -0.09399, 1.09977)
C (6.81816, 1.18932, 0.57313)
O (5.58511, 1.46028, 1.24582)
C (5.72957, 2.45593, 2.25557)
H (7.18769, -0.17697, 4.37568)
H (5.92502, -0.29091, 3.13872)
H (7.08908, -1.63181, 3.35876)
H (6.79679, -0.95293, 0.98624)
H (8.37115, -0.29509, 0.51387)
H (6.57890, 1.05197, -0.48640)
H (7.50314, 2.04133, 0.65463)
H (5.79241, 3.44239, 1.79059)
H (6.61015, 2.28403, 2.88016)
H (4.84443, 2.42507, 2.89529)
C (-5.45796, -1.82528, -6.06355)
O (-6.78206, -2.00331, -5.57077)
C (-6.80057, -2.60496, -4.27252)
C (-7.02320, -1.55763, -3.17664)
O (-5.91641, -0.65571, -3.08775)
C (-6.18061, 0.58694, -3.73410)
H (-5.49910, -1.13921, -6.91358)
H (-4.78971, -1.39823, -5.31137)
H (-5.06198, -2.78628, -6.40711)
H (-5.88123, -3.17493, -4.09346)
H (-7.63876, -3.30883, -4.25976)
H (-7.09456, -2.06959, -2.21149)
H (-7.96024, -1.01166, -3.33684)
H (-6.83675, 1.19391, -3.10615)
H (-6.63353, 0.45021, -4.71962)
H (-5.23216, 1.11374, -3.86300)
C (6.61336, 0.55617, -4.88749)
O (5.64412, -0.44644, -5.17579)
C (5.22834, -1.15140, -4.00194)
C (3.87723, -0.63813, -3.49353)
O (3.97565, 0.71147, -3.02958)
C (3.48823, 1.64758, -3.98763)
H (6.68918, 1.21749, -5.75458)
H (6.33870, 1.16069, -4.01926)
H (7.58765, 0.08673, -4.71797)
H (5.99372, -1.09147, -3.21918)
H (5.11966, -2.20341, -4.28413)
H (3.57036, -1.24726, -2.63709)
H (3.10405, -0.73062, -4.26517)
H (2.39592, 1.63613, -3.98766)
H (3.86091, 1.43859, -4.99388)
H (3.82888, 2.64391, -3.69615)
C (-3.01763, -5.21605, -0.33535)
O (-3.90228, -5.21251, 0.78052)
C (-3.42325, -4.38987, 1.84896)
C (-4.13027, -3.03072, 1.86517)
O (-3.80131, -2.26040, 0.70554)
C (-4.83006, -2.30410, -0.28011)
H (-3.55135, -5.63342, -1.19318)
H (-2.67922, -4.21076, -0.59917)
H (-2.15357, -5.85158, -0.11658)
H (-2.33515, -4.26857, 1.79033)
H (-3.65186, -4.91472, 2.78193)
H (-3.77999, -2.46348, 2.73365)
H (-5.21581, -3.15149, 1.95899)
H (-5.65504, -1.65535, 0.02286)
H (-5.19897, -3.31983, -0.44531)
H (-4.41807, -1.93192, -1.22108)

***

The following is a quantum chemistry calculation of a cluster of 2 separate species, C4H12 in total at a distorted geometry, from the Open Molecules 2025 dataset.

As for the net charge: -1. Its LUMO energy (spin up / spin down) is 4.373 / 4.397 eV. The spin multiplicity is 2. For the maximum force, the calculation gives 2.121 eV Å⁻¹. The energy relative to the best compared isomer or geometry (same formula, charge and spin) is 56.4 kJ/mol.

Geometry (Å):
C (0.12231, -1.52373, -1.24525)
C (-1.04851, -0.73694, -1.87634)
H (0.15585, -2.51587, -1.70242)
H (1.05225, -0.96484, -1.27262)
H (-0.15198, -1.96108, -0.28046)
H (-0.60661, -0.06270, -2.60919)
H (-1.52705, -0.13795, -1.10456)
H (-1.77541, -1.35694, -2.39338)
C (1.21235, 1.21370, 1.78684)
C (-0.26393, 1.02597, 1.34892)
H (1.34459, 2.24687, 2.12066)
H (1.43801, 0.62149, 2.67074)
H (1.89840, 0.92609, 0.99328)
H (-0.30570, 0.53941, 0.38313)
H (-0.73361, 2.01069, 1.35198)
H (-0.78200, 0.31335, 1.99875)

***

What did the first record say?
The following is a quantum chemistry calculation of the ion C4H5N with charge -1 at a distorted geometry, from the Open Molecules 2025 dataset.

As for the net charge: -1. Its LUMO energy (spin up / spin down) is 4.513 / 4.358 eV. The spin multiplicity is 2. For the maximum force, the calculation gives 5.743 eV Å⁻¹. The energy relative to the best compared isomer or geometry (same formula, charge and spin) is 0.0 kJ/mol.

Geometry (Å):
C (-0.08631, -1.13219, -0.25104)
C (0.90907, -0.25939, -0.61770)
N (0.65613, 1.00760, -0.11578)
C (-0.45324, 0.95866, 0.56467)
C (-1.04937, -0.35319, 0.44574)
H (-0.30574, -2.09229, -0.49421)
H (1.87804, -0.63145, -1.20663)
H (1.20795, 1.88732, -0.49712)
H (-0.89220, 1.58049, 1.33433)
H (-1.86432, -0.96554, 0.83774)

***

Look up the net charge of the second one.
0

***

Look up the net charge of the second one.
0

***

Which formula does entry 1 have?
C4H5N